8 unconnected molecules or ions with the total composition C65H139N7O9, computed with wB97M-V/def2-TZVPD.

Properties
DFT total energy: -98497.915 eV
SMILES: CC1(C)CCCC(C)(C)N1O.CC1(C)CCCC(C)(C)N1O.CC1(C)CCCC(C)(C)N1O.CC1(C)CCCC(C)(C)N1O.CC1(C)CCCC(C)(C)N1O.CC1(C)CCCC(C)(C)N1O.CC1(C)CCCC(C)(C)N1O.OCCO
orbital gap: 7.843 eV

Geometry (Å):
C1 -13.2547 14.5131 4.9065
C2 -13.6138 14.7265 6.4321
C3 -15.0172 14.1292 6.8393
C4 -12.5588 14.0552 7.3635
C5 -12.4583 14.6609 8.7258
C6 -12.2317 16.1894 8.6198
C7 -13.2747 17.0299 7.7882
C8 -14.5560 17.3816 8.7406
C9 -12.7353 18.3899 7.4204
N1 -13.6907 16.2640 6.6268
O1 -14.6697 16.9060 5.8569
H1 -14.0744 14.6738 4.2063
H2 -12.3334 15.0472 4.6744
H3 -12.9354 13.4777 4.7879
H4 -15.7819 14.4434 6.1289
H5 -15.0309 13.0482 6.7007
H6 -15.2518 14.4066 7.8669
H7 -12.8222 13.0037 7.4778
H8 -11.5888 14.2231 6.8957
H9 -13.4480 14.4315 9.1210
H10 -11.6308 14.1551 9.2232
H11 -11.2033 16.3802 8.3131
H12 -12.1947 16.4986 9.6643
H13 -14.1825 17.3915 9.7645
H14 -15.1282 16.4540 8.7214
H15 -15.2040 18.1479 8.3151
H16 -13.4994 19.0897 7.0820
H17 -11.9686 18.2311 6.6621
H18 -12.2253 18.9692 8.1901
H19 -15.3444 16.4786 6.3895
C10 -3.1804 17.1091 10.6333
C11 -4.2524 16.6273 9.5915
C12 -5.1742 15.5907 10.2920
C13 -5.1322 17.8393 9.2346
C14 -4.3970 18.9663 8.3937
C15 -3.7517 18.2894 7.1633
C16 -3.0519 16.9911 7.3687
C17 -3.0984 16.1437 6.0713
C18 -1.5662 17.4711 7.6557
N2 -3.6397 16.0345 8.3876
O2 -2.7209 15.1373 8.7782
H20 -3.6455 17.7654 11.3689
H21 -2.7114 16.2402 11.0949
H22 -2.3030 17.5892 10.2001
H23 -5.8446 15.0387 9.6332
H24 -4.6942 14.8540 10.9361
H25 -5.7575 16.2269 10.9576
H26 -6.0151 17.3878 8.7822
H27 -5.4417 18.3220 10.1616
H28 -5.0650 19.7718 8.0888
H29 -3.7563 19.5155 9.0835
H30 -3.1124 19.0602 6.7329
H31 -4.4236 18.2129 6.3084
H32 -3.0482 15.0746 6.2779
H33 -2.3612 16.4686 5.3371
H34 -4.0098 16.1682 5.4740
H35 -0.8410 16.7273 7.9857
H36 -1.7022 18.2046 8.4504
H37 -1.0416 18.0068 6.8645
H38 -3.2384 14.3292 8.8092
C19 -7.9679 0.7040 1.7060
C20 -8.8567 -0.4921 1.9691
C21 -9.4351 -1.0149 0.6633
C22 -8.0248 -1.6611 2.7248
C23 -8.0097 -1.3352 4.2614
C24 -9.3793 -1.3619 4.7860
C25 -10.2476 -0.1958 4.3704
C26 -11.7122 -0.5943 4.8121
C27 -9.9440 1.1827 5.1873
N3 -10.0979 0.0219 2.8684
O3 -10.9129 0.9967 2.2888
H39 -7.7980 1.1029 2.7061
H40 -6.9683 0.3768 1.4199
H41 -8.3599 1.4878 1.0578
H42 -10.1762 -0.2461 0.4445
H43 -8.6440 -1.1608 -0.0722
H44 -10.0176 -1.9092 0.8851
H45 -8.3227 -2.6584 2.4010
H46 -6.9737 -1.5764 2.4489
H47 -7.4163 -2.1019 4.7596
H48 -7.6859 -0.3291 4.5281
H49 -9.5100 -1.3147 5.8671
H50 -9.9084 -2.2129 4.3572
H51 -11.8923 -0.9293 5.8336
H52 -12.0053 -1.4836 4.2541
H53 -12.4909 0.1451 4.6245
H54 -10.5069 2.0749 4.9134
H55 -8.9146 1.4703 4.9735
H56 -9.9351 0.9617 6.2546
H57 -11.5843 0.4474 1.8776
C28 -13.4592 6.0509 14.9105
C29 -14.3908 5.4579 13.7437
C30 -13.4520 4.7621 12.7349
C31 -15.3200 4.3838 14.3310
C32 -16.4834 4.1001 13.3500
C33 -17.1713 5.4086 13.0221
C34 -16.3746 6.5520 12.3225
C35 -16.0795 6.4798 10.8200
C36 -17.2779 7.7156 12.6751
N4 -15.1304 6.5816 13.0239
O4 -14.2757 7.6113 12.8433
H58 -13.0555 5.2025 15.4630
H59 -12.5836 6.4625 14.4083
H60 -13.9530 6.7945 15.5360
H61 -13.9295 4.0848 12.0268
H62 -12.8687 5.4400 12.1117
H63 -12.8157 4.1785 13.4002
H64 -14.8146 3.4278 14.4675
H65 -15.7614 4.5876 15.3066
H66 -16.1078 3.6841 12.4151
H67 -17.1220 3.3520 13.8196
H68 -17.5042 5.7461 14.0036
H69 -18.0578 5.1840 12.4291
H70 -15.8298 7.4822 10.4723
H71 -16.8360 6.0647 10.1540
H72 -15.2581 5.7633 10.8193
H73 -16.9677 8.6137 12.1409
H74 -17.3461 7.9972 13.7259
H75 -18.2734 7.5511 12.2630
H76 -14.5306 8.1657 13.5845
C37 -4.7819 8.3000 3.5270
C38 -3.3930 7.6075 3.5656
C39 -3.3826 6.5684 2.3280
C40 -2.3591 8.7736 3.3125
C41 -0.8335 8.2936 3.5694
C42 -0.7422 7.6087 4.9460
C43 -1.7532 6.5905 5.2178
C44 -1.3151 5.3250 4.4289
C45 -1.6798 6.4061 6.7519
N5 -3.1174 6.9373 4.8223
O5 -4.0174 5.8496 5.1083
H77 -4.7266 9.0980 4.2674
H78 -5.1045 8.5788 2.5238
H79 -5.5712 7.7389 4.0273
H80 -4.2713 6.7717 1.7305
H81 -2.4780 6.7084 1.7362
H82 -3.3277 5.5191 2.6179
H83 -2.5484 9.0981 2.2893
H84 -2.4363 9.7320 3.8260
H85 -0.5389 7.5292 2.8503
H86 -0.1927 9.1725 3.4987
H87 -0.9871 8.4583 5.5835
H88 0.3123 7.3394 5.0072
H89 -0.2706 5.0777 4.6186
H90 -1.4673 5.5090 3.3654
H91 -1.9096 4.4149 4.5083
H92 -0.6918 6.3809 7.2115
H93 -1.9302 5.3701 6.9804
H94 -2.3526 6.9988 7.3716
H95 -4.5966 6.2871 5.7365
C46 -8.2291 16.8649 17.3302
C47 -8.6204 15.5579 17.8982
C48 -10.1672 15.5112 18.5045
C49 -8.6986 14.4701 16.8464
C50 -7.2719 13.8316 16.6667
C51 -6.7967 13.3281 18.0298
C52 -6.6487 14.3400 19.1977
C53 -6.7189 13.5028 20.5340
C54 -5.3220 15.1669 19.0432
N6 -7.7918 15.2307 19.0703
O6 -7.7053 16.3864 19.9464
H96 -8.7287 17.2214 16.4295
H97 -8.3399 17.7430 17.9665
H98 -7.1986 16.9241 16.9799
H99 -10.1975 16.3433 19.2079
H100 -10.9020 15.7617 17.7393
H101 -10.5097 14.6093 19.0118
H102 -9.3797 13.6394 17.0311
H103 -9.0358 14.8400 15.8781
H104 -7.2883 13.0886 15.8693
H105 -6.4578 14.3867 16.2007
H106 -5.7882 13.0205 17.7535
H107 -7.3306 12.4550 18.4051
H108 -6.6106 14.2463 21.3237
H109 -6.0560 12.6442 20.4268
H110 -7.7099 13.1264 20.7875
H111 -5.2942 16.2502 19.1608
H112 -4.7381 14.8504 18.1790
H113 -4.5558 14.8481 19.7498
H114 -7.2348 16.8546 19.2529
C55 -4.1670 -2.1066 12.5869
C56 -3.3172 -1.3151 13.4662
C57 -3.7052 -1.8085 14.9463
C58 -1.8908 -1.7173 13.2515
C59 -1.3387 -1.1299 11.9252
C60 -1.4106 0.3263 11.9601
C61 -2.8873 0.8657 12.2156
C62 -2.8272 2.3925 12.6326
C63 -3.8319 0.6177 10.9565
N7 -3.4101 0.1883 13.4075
O7 -4.6316 0.6985 13.8735
H115 -4.0435 -1.9825 11.5110
H116 -4.3524 -3.1461 12.8571
H117 -5.1507 -1.6422 12.6562
H118 -3.0542 -1.0477 15.3769
H119 -4.7486 -1.7155 15.2477
H120 -3.1862 -2.7439 15.1554
H121 -1.1658 -1.3724 13.9887
H122 -1.9396 -2.8038 13.1800
H123 -0.2909 -1.4288 11.8956
H124 -1.8723 -1.5035 11.0513
H125 -1.1247 0.7706 11.0067
H126 -0.8021 0.6913 12.7874
H127 -2.4237 2.5332 13.6354
H128 -3.8028 2.8779 12.6610
H129 -2.1145 3.0208 12.0985
H130 -4.8349 0.2342 11.1436
H131 -3.4490 -0.1280 10.2597
H132 -3.9313 1.5040 10.3298
H133 -4.2863 1.0602 14.6931
O8 -8.1656 9.1389 11.0247
C64 -8.3089 8.0291 10.0745
C65 -7.2077 7.0060 9.9687
O9 -7.5332 6.0506 9.1005
H134 -7.8133 9.9398 10.6297
H135 -9.2523 7.6022 10.4148
H136 -8.4469 8.6576 9.1947
H137 -7.0379 6.3708 10.8381
H138 -6.2609 7.4908 9.7310
H139 -8.1125 5.4229 9.5388